1.
{
  "formula": "C33H51AlF5LiO24V",
  "method": "ωB97M-V with the def2-TZVPD basis set",
  "species": ["Li", "V", "Al", "O", "C", "C", "O", "H", "H", "H", "H", "O", "C", "C", "O", "H", "H", "H", "H", "O", "C", "C", "O", "H", "H", "H", "H", "C", "C", "C", "O", "C", "H", "H", "H", "H", "H", "H", "H", "H", "C", "C", "C", "O", "C", "H", "H", "H", "H", "H", "H", "H", "H", "C", "C", "C", "O", "C", "H", "H", "H", "H", "H", "H", "H", "H", "C", "C", "O", "C", "O", "O", "F", "H", "H", "H", "C", "C", "O", "C", "O", "O", "F", "H", "H", "H", "C", "C", "O", "C", "O", "O", "F", "H", "H", "H", "C", "C", "O", "C", "O", "O", "F", "H", "H", "H", "C", "C", "O", "C", "O", "O", "F", "H", "H", "H"],
  "positions_angstrom": [[0.0674, -0.1318, -1.7738], [-0.6811, 0.9657, 0.4097], [-0.6513, 3.0236, 2.4915], [-0.3541, -0.8019, -0.1904], [-1.6100, -1.6067, 0.1262], [-2.7698, -0.7996, 0.5533], [-2.3844, 0.4706, 0.9490], [-1.2278, -2.1393, 0.9626], [-1.8851, -2.2177, -0.6884], [-3.1720, -1.3338, 1.4772], [-3.6202, -0.7448, -0.0661], [-1.2007, 3.0237, 0.9256], [-0.5513, 3.8377, -0.1141], [-0.7263, 3.1229, -1.4804], [-0.2631, 1.7886, -1.2518], [0.5214, 3.9827, -0.0813], [-0.7560, 4.9065, -0.1847], [-0.0724, 3.6396, -2.2386], [-1.7958, 3.1424, -1.8709], [-1.7772, 2.4368, 3.7273], [-1.2417, 1.3649, 4.4047], [-0.1415, 0.6191, 3.5986], [0.1223, 1.4334, 2.3674], [-2.1543, 0.7627, 4.8069], [-0.6932, 1.6436, 5.3446], [-0.3517, -0.3895, 3.2753], [0.9053, 0.5837, 4.0473], [1.8205, -3.2597, -3.0701], [3.0130, -2.8982, -2.2102], [2.5398, -1.5658, -1.5573], [1.7058, -0.9342, -2.5209], [1.3828, -1.8409, -3.5977], [1.0548, -3.7426, -2.4732], [2.1388, -3.9811, -3.8242], [3.8138, -2.7331, -2.9005], [3.2231, -3.7516, -1.5338], [3.2918, -0.8902, -1.2492], [1.9113, -1.7376, -0.6612], [1.9293, -1.4835, -4.4645], [0.3230, -1.8509, -3.8120], [-2.7781, 0.1734, -5.2329], [-3.0465, -1.3406, -4.8001], [-2.5357, -1.3600, -3.3088], [-1.4524, -0.4518, -3.3169], [-1.7540, 0.7040, -4.0344], [-3.7094, 0.7560, -5.0834], [-2.4081, 0.2613, -6.2386], [-2.4319, -2.0720, -5.3826], [-3.9892, -1.8461, -4.7823], [-2.1402, -2.3290, -3.0401], [-3.3163, -1.0309, -2.5896], [-0.8444, 1.1683, -4.4723], [-2.3059, 1.4078, -3.4111], [2.8343, 4.6251, 3.3241], [2.3491, 5.7652, 2.4219], [0.7863, 5.6489, 2.4717], [0.6032, 4.2253, 2.6978], [1.5394, 3.8910, 3.7538], [3.4996, 4.9864, 4.1344], [3.3801, 3.8384, 2.7643], [2.5094, 5.4740, 1.3697], [2.6726, 6.7663, 2.7352], [0.2934, 5.7977, 1.5100], [0.2984, 6.3669, 3.1072], [1.7748, 2.8625, 3.6982], [1.1670, 4.2051, 4.7379], [2.4019, 3.2363, -4.4861], [3.7397, 2.6288, -4.1048], [3.8983, 2.9530, -2.7694], [3.0250, 3.9668, -2.4518], [3.0881, 4.5058, -1.4031], [2.1201, 4.1418, -3.4281], [4.7577, 3.1385, -4.8351], [1.6147, 2.4167, -4.4499], [2.3873, 3.8227, -5.3965], [3.7808, 1.5275, -4.2878], [3.4009, 1.5191, 0.5248], [2.8176, 0.5148, 1.5532], [3.6623, 0.6836, 2.6489], [4.7816, 1.2826, 2.2892], [5.6779, 1.5748, 3.0096], [4.7336, 1.5483, 0.9302], [2.8142, -0.7865, 1.1707], [2.9561, 2.4780, 0.6964], [3.2421, 1.3045, -0.6055], [1.7876, 0.7960, 1.9051], [-0.9366, -5.7207, 0.5058], [-1.3214, -7.0888, 0.0158], [-1.5126, -6.8916, -1.3760], [-1.3973, -5.6199, -1.6888], [-1.4770, -5.1322, -2.8080], [-1.2017, -4.9255, -0.6098], [-2.5227, -7.4641, 0.5261], [0.0923, -5.5458, 0.8545], [-1.6334, -5.4366, 1.2551], [-0.5792, -7.8907, 0.1796], [-4.1465, 3.0566, 0.4217], [-5.2607, 2.4141, 1.0850], [-5.5935, 1.3193, 0.2645], [-4.8270, 1.3428, -0.8961], [-4.9524, 0.5265, -1.7872], [-3.9507, 2.3522, -0.7931], [-6.3377, 3.3320, 1.1059], [-3.2779, 2.9985, 0.9880], [-4.3923, 4.0681, 0.1451], [-5.2272, 2.1748, 2.1411], [0.8293, -5.4638, 4.6943], [-0.0649, -6.6143, 5.4522], [-0.2628, -7.5486, 4.4348], [0.2723, -7.1265, 3.2314], [0.3526, -7.7037, 2.2089], [0.7498, -5.8840, 3.3643], [-1.2894, -6.1196, 5.7143], [1.9228, -5.3180, 5.0210], [0.3229, -4.5384, 4.8461], [0.2567, -7.2123, 6.3091]],
  "total_energy_ev": -130267.441,
  "charge": 0,
  "orbital_gap_ev": [3.8122, 7.3997],
  "homo_ev": [-3.9815, -7.5814],
  "s_squared": 3.758,
  "mol_weight_g_mol": 1011.60,
  "spin_multiplicity": 4
}

---

2.
{
  "formula": "C33H51AsBN6O6STi",
  "method": "ωB97M-V with the def2-TZVPD basis set",
  "species": ["Ti", "C", "C", "C", "C", "C", "C", "C", "C", "C", "N", "N", "B", "N", "N", "C", "C", "C", "C", "C", "C", "C", "C", "C", "N", "N", "C", "C", "C", "C", "C", "C", "C", "C", "C", "H", "H", "H", "H", "H", "H", "H", "H", "H", "H", "H", "H", "H", "H", "H", "H", "H", "H", "H", "H", "H", "H", "H", "H", "H", "H", "H", "H", "H", "H", "H", "H", "H", "H", "H", "H", "H", "H", "H", "H", "H", "H", "H", "H", "H", "H", "O", "As", "O", "O", "C", "C", "C", "C", "C", "C", "S", "O", "O", "O", "H", "H", "H", "H", "H"],
  "positions_angstrom": [[0.3391, 0.5549, 0.2284], [1.1238, -2.3726, -2.7533], [2.2668, -1.3516, -2.7987], [1.9631, -0.2207, -3.7872], [2.6050, -0.9954, -1.3746], [3.8666, -1.1547, -0.8128], [3.6976, -1.1313, 0.5656], [4.8984, -1.3926, 1.4290], [4.7709, -1.0813, 2.9085], [5.3208, -2.8565, 1.2359], [2.3748, -0.9430, 0.8169], [1.7262, -0.8378, -0.3801], [1.3981, -1.4419, 1.9905], [0.5910, -0.3744, 2.7798], [-0.3683, 0.2533, 2.0492], [-1.2368, 0.8511, 2.8743], [-0.8074, 0.6163, 4.1778], [0.3368, -0.1601, 4.0929], [1.0290, -0.6155, 5.3443], [0.5999, -2.0362, 5.7200], [2.5467, -0.4939, 5.3165], [-2.4840, 1.5778, 2.4670], [-3.0363, 1.0555, 1.1414], [-3.5434, 1.4573, 3.5655], [0.2772, -2.1973, 1.2147], [-0.4969, -1.4900, 0.3274], [-1.2870, -2.3686, -0.3056], [-1.0173, -3.6475, 0.1832], [-0.0372, -3.5052, 1.1494], [0.3904, -4.6679, 1.9980], [1.8294, -4.6966, 2.5030], [-0.5919, -4.8055, 3.1694], [-2.3723, -2.1013, -1.3106], [-2.2799, -0.7482, -2.0118], [-3.7328, -2.2794, -0.6182], [0.8915, -2.7352, -3.7517], [0.2398, -1.9126, -2.3158], [1.4098, -3.2261, -2.1375], [3.1606, -1.8570, -3.1845], [1.0274, 0.2799, -3.5566], [1.8815, -0.6541, -4.7822], [2.7673, 0.5118, -3.8024], [4.7830, -1.3114, -1.3460], [5.6956, -0.7614, 1.0164], [4.2095, -1.8674, 3.4017], [4.2853, -0.1224, 3.0632], [5.7613, -1.0457, 3.3567], [4.5239, -3.5254, 1.5488], [6.2009, -3.0617, 1.8375], [5.5566, -3.0651, 0.1969], [2.0024, -2.1113, 2.7323], [-1.2666, 0.9545, 5.0823], [0.6491, 0.0585, 6.1208], [0.9471, -2.7536, 4.9829], [-0.4823, -2.1011, 5.7929], [1.0242, -2.3033, 6.6834], [2.9824, -1.3573, 4.8316], [2.9329, -0.4480, 6.3305], [2.8561, 0.4068, 4.7932], [-2.2305, 2.6416, 2.3500], [-3.1054, -0.0304, 1.1785], [-2.3942, 1.3620, 0.3119], [-4.0281, 1.4661, 0.9677], [-3.7239, 0.4119, 3.8029], [-4.4736, 1.9017, 3.2256], [-3.2406, 1.9771, 4.4675], [-1.4698, -4.5650, -0.1332], [0.2565, -5.5431, 1.3530], [1.9618, -4.0595, 3.3717], [2.5161, -4.3873, 1.7199], [2.0763, -5.7130, 2.8004], [-0.6000, -3.9029, 3.7728], [-0.2955, -5.6419, 3.7966], [-1.6012, -4.9840, 2.8095], [-2.2982, -2.8899, -2.0714], [-2.1011, 0.0570, -1.2953], [-3.2067, -0.5464, -2.5439], [-1.4709, -0.7410, -2.7394], [-3.8365, -1.5960, 0.2192], [-3.8457, -3.2949, -0.2486], [-4.5357, -2.0840, -1.3233], [1.7558, 1.9950, 2.1845], [0.6202, 3.1703, 1.4277], [-0.0796, 3.8835, 2.6884], [-0.3529, 2.2012, 0.4701], [1.6717, 4.3973, 0.3546], [2.4443, 5.3604, 0.9867], [3.1341, 6.2884, 0.2264], [3.0503, 6.2442, -1.1570], [2.2985, 5.2692, -1.7882], [1.5854, 4.3460, -1.0305], [1.4162, 1.8456, -1.6878], [2.0259, 1.6505, -0.3343], [0.7989, 3.3966, -1.6318], [0.1709, 0.9784, -1.6163], [1.8090, 2.2391, 3.1151], [2.4607, 5.3769, 2.0726], [3.7195, 7.0560, 0.7062], [3.5720, 6.9787, -1.7529], [2.2437, 5.2282, -2.8639]],
  "total_energy_ev": -151737.678,
  "charge": 1,
  "orbital_gap_ev": 7.3941,
  "homo_ev": -11.4472,
  "mol_weight_g_mol": 793.48
}

---

3.
{
  "formula": "C33H51F2N3O13P2",
  "method": "ωB97M-V with the def2-TZVPD basis set",
  "species": ["C", "C", "C", "C", "C", "C", "C", "C", "C", "C", "C", "P", "N", "C", "O", "C", "P", "N", "O", "C", "N", "C", "O", "F", "C", "O", "F", "C", "O", "H", "H", "H", "H", "H", "H", "H", "H", "H", "H", "H", "H", "H", "H", "H", "H", "H", "H", "H", "C", "C", "O", "C", "C", "O", "H", "H", "H", "H", "H", "H", "H", "H", "C", "C", "O", "C", "C", "O", "H", "H", "H", "H", "H", "H", "H", "H", "C", "C", "O", "C", "C", "O", "H", "H", "H", "H", "H", "H", "H", "H", "C", "C", "O", "C", "C", "O", "H", "H", "H", "H", "H", "H", "H", "H"],
  "positions_angstrom": [[3.5963, -0.0374, -0.2035], [4.5527, -0.4604, -1.4644], [5.3391, 0.7764, -2.1954], [4.5379, 2.2054, -2.2124], [3.2748, 2.1411, -3.2513], [1.8018, 2.4193, -2.5890], [1.6484, 3.4026, -1.2442], [0.2323, 3.7051, -0.4725], [-1.1146, 2.9806, -1.1083], [-0.9983, 2.0164, -2.4721], [0.4355, 1.7166, -3.2525], [0.4303, 0.6110, -4.8124], [1.7233, 0.8656, -5.8071], [-2.4590, 1.3523, -2.9494], [-2.8688, 1.2643, -4.2150], [-3.3929, 0.8572, -1.6478], [-4.2389, -0.8390, -1.8830], [-4.9931, -0.8421, -3.5390], [-5.5818, -1.1008, -0.8147], [-3.4860, 1.7130, -0.3947], [-4.2922, 1.1763, 0.7556], [-4.5346, 2.1676, 1.8620], [-3.6202, 2.2206, 2.8686], [-5.6481, 3.1374, 1.9473], [-3.4830, 0.0506, 1.4305], [-2.2199, -0.2592, 1.1305], [-4.1137, -0.7378, 2.5512], [-2.6294, 3.1370, -0.4130], [-3.0713, 4.3203, 0.0052], [3.2640, -0.9834, 0.4432], [2.6494, 0.4996, -0.6348], [4.2206, 0.6972, 0.4966], [5.3749, -1.2037, -1.0233], [3.9186, -1.0643, -2.2496], [5.4686, 0.4559, -3.3383], [6.4355, 0.8314, -1.7650], [5.2935, 3.0361, -2.6145], [4.2789, 2.5101, -1.1148], [3.4447, 2.8117, -4.2237], [3.2444, 1.0196, -3.6600], [2.6215, 3.8987, -0.7640], [0.1638, 4.3872, 0.4868], [-0.7318, 0.9054, -5.6628], [0.3727, -0.7849, -4.4238], [2.2536, -0.0494, -5.9169], [-5.9323, -1.3041, -3.4498], [-5.2269, 0.1874, -3.6757], [-6.0972, -0.2289, -0.7254], [0.4628, -3.5908, 3.0771], [1.1404, -4.7305, 2.3404], [2.0089, -4.2296, 1.3084], [3.2935, -3.8553, 1.5040], [3.7857, -3.6556, 2.9054], [4.0205, -3.6080, 0.5434], [1.1910, -2.9518, 3.5857], [-0.2388, -3.9766, 3.8227], [-0.0826, -2.9527, 2.3758], [1.6748, -5.4077, 3.0123], [0.3778, -5.3334, 1.8372], [3.6491, -2.6080, 3.1895], [4.8516, -3.9006, 2.9367], [3.3045, -4.3030, 3.6362], [1.4968, -6.8781, -4.3593], [2.5834, -6.5587, -3.3502], [3.0327, -5.1993, -3.4935], [2.4467, -4.1332, -2.9030], [1.0834, -4.2951, -2.3020], [2.9929, -3.0317, -2.9296], [0.6108, -6.2546, -4.2067], [1.1979, -7.9279, -4.2847], [1.8498, -6.6828, -5.3761], [2.2773, -6.7673, -2.3215], [3.4524, -7.1942, -3.5484], [0.3271, -4.0409, -3.0505], [0.9948, -3.6096, -1.4539], [0.8931, -5.2915, -1.9071], [7.7162, 0.0573, 4.8976], [6.8516, 0.7815, 3.8832], [5.7107, -0.0162, 3.5196], [4.5437, -0.0392, 4.2024], [4.4965, 0.5526, 5.5785], [3.5600, -0.6066, 3.7303], [7.1734, -0.1272, 5.8295], [8.6112, 0.6425, 5.1290], [8.0227, -0.9190, 4.5113], [6.5469, 1.7752, 4.2225], [7.4288, 0.9323, 2.9654], [4.7092, -0.2286, 6.3142], [3.4905, 0.9461, 5.7523], [5.1778, 1.3897, 5.7200], [-8.1838, 4.8507, 1.6909], [-9.0484, 5.5748, 0.6765], [-10.1893, 4.7771, 0.3129], [-11.3563, 4.7542, 0.9957], [-11.4035, 5.3459, 2.3718], [-12.3400, 4.1867, 0.5237], [-8.7266, 4.6661, 2.6228], [-7.2888, 5.4358, 1.9223], [-7.8773, 3.8743, 1.3046], [-9.3531, 6.5686, 1.0158], [-8.4712, 5.7256, -0.2413], [-11.1908, 4.5647, 3.1076], [-12.4095, 5.7394, 2.5456], [-10.7222, 6.1830, 2.5134]],
  "total_energy_ev": -90128.764,
  "charge": 0,
  "orbital_gap_ev": 5.9004,
  "homo_ev": -8.2063,
  "smiles": "CCCCCc1ccc2c(c1[PH2]=N)C(=O)C(P(N)O)=C(N(C(=O)F)C(=O)F)C2=O.CCOC(C)=O.CCOC(C)=O.CCOC(C)=O.CCOC(C)=O",
  "mol_weight_g_mol": 797.72
}

---

4.
{
  "formula": "C33H51HgN4O2S2",
  "method": "ωB97M-V with the def2-TZVPD basis set",
  "species": ["Hg", "O", "C", "O", "C", "C", "C", "C", "C", "C", "S", "H", "H", "H", "H", "C", "C", "C", "C", "C", "N", "H", "H", "H", "H", "H", "H", "H", "H", "H", "C", "C", "C", "C", "C", "C", "C", "C", "N", "C", "C", "C", "C", "H", "H", "H", "H", "H", "H", "H", "H", "H", "H", "H", "H", "H", "H", "H", "H", "H", "H", "C", "C", "C", "C", "N", "C", "S", "N", "C", "C", "C", "C", "H", "H", "H", "H", "H", "H", "H", "H", "H", "H", "H", "H", "H", "H", "H", "H", "H", "H", "H", "H"],
  "positions_angstrom": [[-1.0860, -0.5730, 0.8695], [-0.5411, -0.7151, 5.5534], [-0.0087, -0.1075, 4.6074], [-0.5615, 0.5021, 3.6595], [1.5277, -0.0451, 4.6421], [2.1035, 0.1941, 5.8851], [3.4771, 0.2256, 6.0708], [4.3015, -0.0330, 4.9842], [3.7526, -0.2698, 3.7386], [2.3623, -0.2451, 3.5230], [1.8587, -0.4623, 1.8730], [1.4329, 0.3491, 6.7213], [3.9016, 0.4267, 7.0481], [5.3805, -0.0362, 5.1008], [4.3947, -0.4659, 2.8871], [-3.9406, -5.1669, -0.8862], [-3.5115, -5.0192, 0.5801], [-3.3299, -6.3934, 1.2348], [-4.5450, -4.1846, 1.3479], [-2.2314, -4.3045, 0.6106], [-1.2394, -3.7268, 0.6043], [-4.9129, -5.6615, -0.9363], [-3.2129, -5.7565, -1.4442], [-4.0184, -4.1855, -1.3543], [-4.2782, -6.9342, 1.2239], [-2.9991, -6.2842, 2.2676], [-2.5841, -6.9790, 0.6967], [-5.5187, -4.6769, 1.3091], [-4.6321, -3.1937, 0.9025], [-4.2491, -4.0638, 2.3899], [2.1796, -0.8115, -6.2097], [1.8204, -0.9455, -4.7480], [2.7511, -1.4396, -3.8417], [2.3878, -1.5773, -2.4933], [3.3777, -2.0828, -1.4743], [1.1120, -1.2561, -2.0956], [0.0982, -0.7719, -2.9876], [0.5370, -0.6082, -4.3418], [-1.0791, -0.4554, -2.4494], [-2.3805, -0.4589, -3.0689], [-3.1895, -1.5728, -2.3648], [-3.0644, 0.8884, -2.7953], [-2.4740, -0.7416, -4.5863], [3.2560, -0.9121, -6.3644], [1.8620, 0.1544, -6.6099], [1.6839, -1.5900, -6.7975], [3.7462, -1.7197, -4.1778], [4.1079, -2.7557, -1.9311], [2.8624, -2.6047, -0.6680], [3.9207, -1.2521, -1.0145], [0.8223, -1.3952, -1.0593], [-0.1171, -0.1582, -5.0757], [-3.1306, -1.4209, -1.2858], [-2.7411, -2.5410, -2.6026], [-4.2413, -1.5762, -2.6793], [-3.0583, 1.1033, -1.7263], [-4.1012, 0.8823, -3.1529], [-2.5234, 1.6875, -3.3084], [-1.8541, -1.5975, -4.8546], [-2.1571, 0.1244, -5.1696], [-3.5121, -0.9669, -4.8503], [2.2518, 4.7963, 4.9226], [1.9592, 5.2302, 3.4871], [0.6086, 4.7328, 2.9745], [0.5178, 3.2125, 2.8115], [-0.8189, 2.8523, 2.3759], [-1.2281, 2.8973, 1.0872], [-2.8546, 2.8124, 0.6938], [-0.2891, 3.1346, 0.1348], [-0.6121, 2.9682, -1.2857], [0.5988, 3.2923, -2.1683], [1.4478, 2.0680, -2.5251], [2.1328, 1.4252, -1.3258], [3.2234, 5.1740, 5.2473], [2.2611, 3.7094, 4.9999], [1.4886, 5.1796, 5.6032], [2.7527, 4.8580, 2.8313], [1.9739, 6.3233, 3.4305], [0.3982, 5.1857, 2.0016], [-0.1824, 5.0481, 3.6609], [0.6805, 2.7047, 3.7596], [1.2978, 2.8572, 2.1265], [-1.2404, 2.1056, 2.9212], [0.6321, 2.7931, 0.3799], [-1.4419, 3.6422, -1.4967], [-0.9570, 1.9456, -1.4838], [1.2155, 4.0418, -1.6573], [0.2428, 3.7449, -3.0979], [2.2084, 2.3672, -3.2551], [0.8119, 1.3170, -3.0000], [2.7888, 2.1390, -0.8154], [2.7320, 0.5726, -1.6464], [1.4061, 1.0266, -0.6171]],
  "total_energy_ev": -70950.419,
  "charge": -2,
  "orbital_gap_ev": [4.8694, 4.1443],
  "homo_ev": [-0.8936, -0.8351],
  "s_squared": 0.766,
  "mol_weight_g_mol": 800.52,
  "spin_multiplicity": 2
}